{"formula": "C22H72N18O14", "method": "ωB97M-V/def2-TZVPD", "species": ["C", "O", "H", "H", "H", "H", "C", "O", "N", "N", "H", "H", "H", "H", "C", "O", "N", "N", "H", "H", "H", "H", "C", "O", "N", "N", "H", "H", "H", "H", "C", "O", "N", "N", "H", "H", "H", "H", "C", "O", "N", "N", "H", "H", "H", "H", "C", "O", "N", "N", "H", "H", "H", "H", "C", "O", "N", "N", "H", "H", "H", "H", "C", "O", "N", "N", "H", "H", "H", "H", "C", "O", "N", "N", "H", "H", "H", "H", "C", "C", "C", "O", "H", "H", "H", "H", "H", "H", "H", "H", "C", "C", "C", "O", "H", "H", "H", "H", "H", "H", "H", "H", "C", "C", "C", "O", "H", "H", "H", "H", "H", "H", "H", "H", "C", "C", "C", "O", "H", "H", "H", "H", "H", "H", "H", "H"], "coordinates": [[-1.54850, 0.85335, 3.22346], [-2.96950, 0.77535, 3.24746], [-1.14150, 0.95435, 4.22346], [-1.18050, 1.76935, 2.66646], [-1.15150, -0.02065, 2.76646], [-3.23150, 0.16135, 3.95246], [2.26050, 3.23335, 0.39446], [0.91950, 3.27935, 0.66646], [2.54850, 2.89935, -0.83854], [3.20250, 3.58635, 1.21746], [1.72750, 2.71135, -1.38954], [3.41750, 3.02435, -1.31654], [2.93750, 3.69835, 2.17746], [4.18750, 3.39135, 1.09146], [-2.98350, -0.40865, -2.88254], [-2.37550, 0.35135, -1.92254], [-4.12450, -0.14665, -3.49354], [-2.51250, -1.50865, -3.35954], [-4.60350, 0.52635, -2.97954], [-4.29350, -0.29665, -4.48954], [-1.67250, -1.98465, -2.91354], [-2.98450, -2.04365, -4.09354], [0.31650, 1.59335, -3.35654], [0.27150, 0.25635, -3.24554], [0.09750, 2.28535, -2.26354], [0.45050, 2.24835, -4.48254], [-0.06650, 1.61235, -1.46954], [0.03150, 3.26935, -2.12854], [0.74050, 1.76235, -5.32054], [0.35750, 3.20435, -4.78754], [-1.18650, -3.46165, 3.16246], [-0.29750, -2.34065, 3.17046], [-2.08450, -3.55065, 2.23346], [-0.98050, -4.42965, 3.96846], [-2.32550, -2.69465, 1.63046], [-2.94750, -4.13265, 2.37946], [-0.10750, -4.35265, 4.50746], [-1.39350, -5.35665, 3.74446], [4.63450, -2.51065, 1.25246], [3.51850, -3.26665, 0.97246], [4.94450, -1.33465, 0.76346], [5.65550, -2.92465, 1.89246], [4.23750, -0.83765, 0.12246], [5.75650, -0.77065, 0.99046], [5.66450, -3.90565, 2.14646], [6.04350, -2.35665, 2.61346], [0.08650, -3.31065, -2.89554], [0.46150, -4.63865, -3.03354], [0.24650, -2.37265, -3.77454], [-0.63450, -2.90065, -1.90154], [0.93150, -2.63665, -4.54954], [0.12750, -1.34065, -3.66354], [-0.74550, -3.49465, -1.04954], [-0.37750, -1.92665, -1.50854], [-2.52050, 4.40735, -3.02654], [-3.47550, 5.35435, -3.01354], [-2.05050, 3.87135, -4.07654], [-1.98750, 3.99335, -1.92354], [-2.63150, 4.20835, -4.92154], [-1.24750, 3.27835, -4.11554], [-2.45550, 4.34335, -1.06354], [-1.54450, 3.05235, -1.92954], [0.66950, -4.43565, 0.40446], [1.59650, -5.18165, -0.24754], [0.96350, -3.28365, 1.02646], [-0.58250, -4.73665, 0.32746], [2.00950, -3.09765, 1.01446], [0.52850, -3.07665, 1.89246], [-0.89350, -5.62365, -0.12754], [-1.23750, -4.38165, 1.09646], [0.31350, -0.03465, 0.22346], [1.56850, 0.16635, 0.73546], [-0.46550, 0.94235, -0.07654], [-0.25850, -1.15365, -0.03054], [-0.00250, 1.83035, 0.23446], [-1.46450, 0.80135, -0.37054], [0.30250, -1.97065, 0.23646], [-1.27950, -1.20165, -0.09154], [-4.91450, -0.14365, 0.39146], [-4.16950, -1.35665, 0.89346], [-3.88150, -2.38265, -0.17654], [-3.04550, -1.20265, 1.38046], [-4.24450, 0.67335, 0.52446], [-5.73550, 0.00635, 1.04746], [-5.17550, -0.25965, -0.65454], [-4.80450, -1.90865, 1.63446], [-3.22050, -2.03965, -0.95854], [-4.78050, -2.70665, -0.67054], [-3.41750, -3.26865, 0.23046], [-3.15750, -0.53665, 2.04546], [-2.79250, 3.11435, 0.80546], [-3.01850, 4.55535, 1.21946], [-1.72750, 5.24035, 1.66246], [-3.42650, 5.27035, 0.27046], [-1.77150, 3.01335, 0.45346], [-3.51150, 2.75635, 0.08346], [-2.96350, 2.37335, 1.62146], [-3.79550, 4.50435, 2.06246], [-1.84250, 6.20135, 2.11846], [-0.96750, 5.33635, 0.88346], [-1.29250, 4.61135, 2.41046], [-3.27550, 6.20035, 0.47946], [4.17250, -0.38165, -3.42854], [3.31150, -0.32065, -2.23554], [2.87350, -1.76365, -1.88854], [3.71250, 0.22035, -1.19954], [4.94950, -1.10265, -3.41154], [4.80650, 0.48335, -3.54254], [3.52550, -0.60665, -4.27554], [2.43050, 0.24635, -2.55954], [2.64050, -2.37165, -2.76854], [1.98850, -1.70965, -1.20654], [3.68250, -2.38365, -1.44054], [3.11050, 0.91535, -0.89354], [4.36850, 0.66735, 4.72146], [3.60350, 0.22335, 3.41646], [2.26450, -0.48365, 3.58246], [3.38250, 1.13635, 2.58346], [4.96350, -0.12665, 5.13346], [3.74650, 1.13635, 5.42646], [5.04650, 1.47235, 4.36346], [4.23350, -0.44965, 2.85846], [2.16850, -1.06065, 4.49046], [2.03150, -1.14765, 2.76146], [1.38550, 0.28435, 3.61046], [2.82350, 0.81035, 1.89946]], "forces_ev_per_a": [[0.966, 1.559, -0.077], [-0.735, -0.179, 0.165], [0.002, -0.132, 0.275], [-0.842, -1.071, 0.460], [0.625, -0.767, -0.367], [0.222, 0.428, -0.094], [-6.579, 0.551, 0.737], [5.183, -0.039, -0.305], [0.414, -0.747, -1.940], [1.187, 0.747, 1.678], [0.210, -0.068, -0.271], [0.427, 0.110, 0.181], [-0.179, -0.068, 0.199], [-0.416, -0.190, -0.309], [3.262, 2.371, 3.051], [-3.346, -3.225, -3.654], [-1.931, 1.499, -0.540], [3.330, -3.192, -0.086], [-1.434, 1.695, -0.002], [0.130, 0.116, 0.934], [-1.515, 0.686, -0.613], [0.167, 0.499, 0.781], [-1.116, -5.593, 1.394], [0.696, 5.621, -1.131], [0.549, -1.086, 1.236], [1.164, 0.211, -4.397], [-0.100, 0.787, -0.333], [0.375, 0.668, -0.316], [-0.160, -0.768, 0.463], [0.131, 0.416, 1.398], [5.477, 7.950, -0.189], [-4.754, -5.051, 0.600], [-4.612, 0.544, -2.040], [0.751, -3.432, 2.296], [0.764, -0.929, 1.656], [1.411, 0.592, -0.021], [-0.831, -0.310, -0.351], [0.713, 1.031, 0.589], [-6.569, -1.813, -3.669], [6.187, 3.638, 1.427], [-3.434, 3.745, -3.004], [3.714, -4.753, 3.990], [1.263, -0.738, 1.326], [-0.146, -0.830, 0.032], [-0.275, 0.166, 0.112], [0.365, 0.513, 0.096], [2.492, -8.890, -1.289], [-1.801, 6.680, 0.143], [3.154, 1.308, -5.211], [-1.642, 2.158, 5.361], [-1.504, 0.500, 1.538], [0.172, -1.167, 0.313], [0.099, -0.053, -1.494], [-0.316, -1.735, -1.429], [-5.938, 6.189, 2.451], [3.734, -3.789, -0.730], [-1.114, -0.010, -6.952], [0.942, -1.171, 4.223], [1.918, -1.146, 1.506], [-0.551, -0.226, -0.171], [0.559, -0.292, -1.145], [-1.473, 1.216, 0.336], [8.130, -3.869, -3.684], [-4.376, 3.495, 3.214], [2.362, 0.060, -0.809], [-5.986, -2.271, 0.712], [-0.920, -0.257, 0.080], [-0.502, 0.536, 0.898], [1.053, 1.150, 0.494], [1.388, -0.732, -1.918], [5.630, 0.982, 2.753], [-4.876, -1.077, -2.622], [-1.316, 4.644, 0.484], [-0.273, -3.201, 0.367], [-1.082, -0.015, 0.182], [1.407, 0.255, 0.306], [-0.307, -0.645, 0.428], [0.682, 0.213, 0.166], [0.580, -0.412, 0.057], [-8.080, -4.325, -4.292], [-1.202, -0.688, -1.171], [8.796, 2.635, 3.736], [0.393, 0.939, -0.249], [-1.107, 0.402, 0.113], [-0.289, 0.196, -0.004], [-0.458, 0.276, -0.220], [0.266, 0.497, -0.087], [-0.499, -0.260, -0.304], [0.021, -0.332, 0.158], [1.088, 1.337, 1.435], [0.003, -1.131, 0.971], [1.999, -3.146, 6.677], [0.813, -1.592, 1.177], [-3.821, 4.497, -6.913], [0.011, -0.257, -0.183], [-0.135, 0.352, -0.694], [0.421, 0.964, -0.201], [0.960, 0.208, -0.359], [-0.582, 0.754, 0.226], [-0.361, -0.252, -0.317], [0.722, -0.283, 0.735], [-0.257, -0.116, -0.498], [1.087, 0.446, -0.971], [-5.063, -5.128, -6.603], [-0.547, -0.713, -0.232], [4.528, 5.431, 8.394], [0.494, -1.487, 0.356], [-0.381, 1.110, -0.461], [0.294, 0.293, -0.271], [-0.390, -0.489, -0.452], [-0.369, 0.307, 0.048], [0.896, -0.349, -0.472], [-0.409, 0.829, 0.170], [0.194, -0.414, 0.374], [0.259, 0.690, -2.941], [0.693, -5.955, 4.768], [-1.797, 0.428, 1.473], [0.237, 8.337, -4.065], [0.038, -0.387, 0.287], [-1.023, 0.327, 1.111], [-0.041, -0.477, 0.285], [0.959, -1.367, 0.718], [0.074, -0.336, 0.394], [0.140, -0.020, -0.270], [1.638, -1.070, -0.013], [-1.249, -0.275, -1.289]], "total_charge": 0, "e_lumo_ev": 0.011, "spin_multiplicity": 1, "homo_ev": -7.48, "homo_lumo_gap_ha": 0.275, "relative_energy_kcal_mol": 4.8}